Entry from the Open Molecules 2025 dataset: an isolated molecule of C27H30N2O6S2 (ωB97M-V/def2-TZVPD).

Structure (XYZ):
```
67
Properties=species:S:1:pos:R:3:lowdin_charge:R:1
C -5.183 3.837 -1.904 -0.06
O -4.869 2.655 -1.131 -0.10
C -3.616 2.120 -1.106 -0.27
C -2.598 2.406 -2.022 0.01
C -1.326 1.883 -1.816 -0.03
C -1.031 1.110 -0.673 -0.16
C 0.421 0.538 -0.524 -0.28
C 1.363 1.649 -0.528 -0.41
S 3.068 1.398 -0.791 0.66
O 3.686 1.648 0.533 -0.33
O 3.303 0.184 -1.516 -0.30
C 3.601 2.755 -1.845 -0.25
C 3.633 4.093 -1.122 -0.25
C 2.563 4.213 -0.048 -0.25
S 1.010 3.371 -0.500 0.66
O 0.711 3.926 -1.813 -0.35
O 0.097 3.587 0.614 -0.34
C -2.057 0.885 0.251 -0.04
C -3.355 1.275 -0.015 0.00
H -6.230 4.059 -1.680 0.09
H -4.562 4.693 -1.606 0.10
H -5.073 3.647 -2.979 0.08
H -2.812 3.024 -2.881 0.11
H -0.588 2.110 -2.576 0.12
H 0.788 -0.414 -1.316 0.19
H 4.612 2.446 -2.139 0.11
H 2.963 2.781 -2.739 0.11
H 4.617 4.246 -0.657 0.12
H 3.516 4.903 -1.857 0.12
H 2.887 3.807 0.917 0.10
H 2.278 5.268 0.080 0.11
H -1.789 0.428 1.204 0.09
H -4.140 0.968 0.647 0.11
C -3.216 -5.899 -0.629 -0.05
N -3.351 -4.629 0.072 -0.18
C -4.713 -4.169 0.272 -0.04
C -2.288 -3.778 0.250 -0.20
C -1.116 -3.874 -0.528 0.03
C -0.213 -2.832 -0.535 0.01
N -0.318 -1.751 0.294 0.06
C 0.760 -0.611 0.348 -0.19
C 2.166 -1.242 0.425 -0.27
C 3.105 -0.968 1.535 -0.17
C 4.482 -1.183 1.309 -0.02
C 5.414 -0.794 2.264 -0.07
C 4.984 -0.340 3.518 -0.07
C 3.619 -0.340 3.815 -0.07
C 2.681 -0.712 2.847 -0.02
O 2.404 -2.195 -0.346 0.05
C -1.222 -1.881 1.321 -0.03
C -2.296 -2.743 1.218 0.03
H -2.326 -6.439 -0.280 0.10
H -4.100 -6.513 -0.415 0.09
H -3.136 -5.779 -1.721 0.10
H -4.724 -3.320 0.958 0.08
H -5.183 -3.850 -0.674 0.11
H -5.323 -4.977 0.691 0.09
H -0.955 -4.705 -1.204 0.11
H 0.674 -2.906 -1.143 0.13
H 0.632 0.001 1.253 0.15
H 4.813 -1.576 0.351 0.12
H 6.479 -0.823 2.024 0.11
H 5.715 -0.007 4.262 0.11
H 3.281 -0.019 4.803 0.10
H 1.620 -0.777 3.088 0.10
H -1.096 -1.256 2.217 0.14
H -3.147 -2.612 1.879 0.11
```

Its energy is -2403.93512 Eh. The HOMO-LUMO gap is 5.62 eV. As for the energy above the lowest of the compared OMol25 structures with the same formula, charge and spin: 288.7 kJ/mol. As for the maximum force: 0.102 Eh/bohr.

---

Entry from the Open Molecules 2025 dataset: C27H30N2ORuS2 as an isolated structure (ωB97M-V/def2-TZVPD).

Structure (XYZ):
```
63
Properties=species:S:1:pos:R:3:lowdin_charge:R:1
Ru 0.073 0.722 1.159 1.05
C 0.967 1.641 3.013 -0.29
C -0.440 1.480 3.115 -0.34
C -0.712 0.081 3.060 -0.34
C 0.543 -0.609 2.978 -0.26
C 1.556 0.349 2.944 -0.25
C 3.025 0.128 2.866 0.00
C 0.669 -2.098 3.026 -0.01
C -2.063 -0.530 3.276 -0.02
C -1.472 2.542 3.369 -0.03
C 1.731 2.928 3.049 -0.02
H 3.426 0.621 1.978 0.08
H 3.286 -0.927 2.818 0.08
H 3.513 0.567 3.738 0.10
H 0.151 -2.572 2.190 0.06
H 0.217 -2.479 3.944 0.10
H 1.707 -2.422 3.002 0.08
H -2.171 -1.479 2.748 0.08
H -2.853 0.139 2.941 0.08
H -2.229 -0.735 4.337 0.10
H -2.236 2.559 2.594 0.08
H -1.021 3.531 3.404 0.07
H -1.971 2.371 4.325 0.09
H 2.417 3.001 2.203 0.08
H 2.331 2.996 3.960 0.09
H 1.068 3.789 3.020 0.08
O 1.877 0.912 0.167 -0.28
N 2.035 1.894 -0.744 -0.18
C 3.215 1.923 -1.403 -0.01
C 3.483 2.918 -2.296 -0.04
C 2.513 3.906 -2.513 -0.05
C 1.319 3.841 -1.844 -0.07
C 1.061 2.799 -0.939 -0.63
S -0.436 2.610 -0.105 0.69
H 3.887 1.119 -1.144 0.14
H 4.432 2.926 -2.810 0.12
H 2.704 4.715 -3.205 0.12
H 0.544 4.581 -1.990 0.11
N -0.563 -0.858 0.074 -0.43
S -0.411 -0.807 -1.533 1.08
C -2.014 -0.599 -2.258 -0.41
C -3.013 -1.554 -2.087 -0.07
C -4.279 -1.290 -2.576 -0.06
C -4.536 -0.088 -3.231 -0.05
C -3.533 0.853 -3.399 -0.06
C -2.259 0.603 -2.903 -0.08
C -0.018 -2.465 -2.065 -0.40
C -0.167 -2.801 -3.407 -0.08
C 0.183 -4.074 -3.822 -0.06
C 0.681 -4.996 -2.908 -0.06
C 0.839 -4.642 -1.578 -0.06
C 0.496 -3.366 -1.148 -0.08
H -1.265 -1.520 0.387 0.04
H -2.799 -2.496 -1.596 0.12
H -5.068 -2.020 -2.452 0.11
H -5.528 0.112 -3.612 0.11
H -3.740 1.785 -3.907 0.11
H -1.469 1.337 -3.006 0.10
H -0.562 -2.084 -4.117 0.12
H 0.064 -4.350 -4.861 0.11
H 0.947 -5.991 -3.238 0.11
H 1.233 -5.359 -0.869 0.11
H 0.636 -3.069 -0.117 0.09
```

As for the expectation value of S²: 0.756. Its multiplicity is 2. Its energy is -2122.63810 Eh. The HOMO-LUMO gap (alpha / beta) is 8.00 / 7.00 eV. The net charge is +1. As for the energy above the lowest of the compared OMol25 structures with the same formula, charge and spin: 10.5 kJ/mol. As for the maximum force: 0.056 Eh/bohr.

---

Entry from the Open Molecules 2025 dataset: C27H31BF4InN7 as an isolated structure (ωB97M-V/def2-TZVPD).

Structure (XYZ):
```
71
Properties=species:S:1:pos:R:3:lowdin_charge:R:1
In -0.294 1.231 -0.565 1.06
C 4.247 1.488 -1.137 0.03
C 2.799 1.184 -1.038 -0.23
N 1.842 2.019 -1.086 0.04
C 2.001 3.431 -1.196 -0.16
C 0.687 4.049 -1.708 -0.14
N -0.488 3.525 -1.025 -0.11
C -0.966 4.212 0.166 -0.15
C -0.316 3.682 1.455 -0.15
N -0.474 2.234 1.554 -0.10
C -1.616 1.738 2.327 -0.13
C -2.386 0.596 1.617 -0.14
N -1.507 -0.107 0.749 0.03
C -1.661 -1.280 0.282 -0.21
C -2.856 -2.122 0.492 0.05
C 0.867 -1.610 0.293 -0.26
C 1.401 -2.849 -0.464 -0.07
C 2.390 -2.516 -1.521 0.04
C 2.900 -1.284 -1.640 0.03
C 2.374 -0.213 -0.821 -0.20
N 1.473 -0.343 0.076 0.14
H 4.521 2.279 -0.440 0.11
H 4.477 1.849 -2.141 0.12
H 4.849 0.608 -0.929 0.10
H 2.808 3.694 -1.892 0.14
H 2.259 3.829 -0.206 0.14
H 0.603 3.781 -2.766 0.14
H 0.745 5.140 -1.624 0.14
H -1.245 3.500 -1.702 0.12
H -2.042 4.029 0.241 0.13
H -0.786 5.289 0.090 0.14
H -0.798 4.191 2.298 0.14
H 0.749 3.931 1.464 0.12
H 0.366 1.811 1.938 0.11
H -2.319 2.554 2.508 0.14
H -1.261 1.365 3.294 0.13
H -3.199 1.018 1.016 0.14
H -2.823 -0.069 2.371 0.14
H -3.721 -1.575 0.113 0.12
H -3.022 -2.299 1.554 0.11
H -2.786 -3.072 -0.024 0.09
H 1.830 -3.627 0.176 0.17
H 2.740 -3.320 -2.151 0.14
H 3.647 -1.047 -2.380 0.13
C 0.371 -2.147 4.443 -0.02
C 0.806 -0.971 3.852 -0.11
N 0.929 -0.829 2.542 0.13
C 0.616 -1.848 1.756 -0.16
C 0.062 -3.051 2.227 -0.12
C -0.026 -3.181 3.620 0.02
C -0.477 -4.128 1.407 -0.02
C -0.614 -4.190 0.080 -0.01
C -0.083 -3.177 -0.885 -0.25
C -0.301 -3.524 -2.317 0.05
C -0.424 -2.563 -3.241 0.02
C -0.367 -1.177 -2.850 -0.03
N -0.364 -0.787 -1.639 0.07
C -0.459 -1.706 -0.538 -0.23
H 0.329 -2.241 5.515 0.12
H 1.092 -0.116 4.447 0.12
H -0.411 -4.094 4.049 0.13
H -0.869 -4.960 1.978 0.13
H -1.085 -5.056 -0.360 0.13
H -0.337 -4.571 -2.579 0.14
H -0.584 -2.780 -4.284 0.13
H -0.349 -0.408 -3.616 0.15
F -2.834 -0.014 -1.917 0.17
B -2.770 1.306 -2.292 -1.27
F -1.414 1.540 -2.789 0.04
F -2.762 2.046 -1.064 0.08
F -3.677 1.704 -3.160 0.27
```

Its energy is -2044.93399 Eh. The HOMO-LUMO gap is 7.59 eV. The net charge is +2. As for the maximum force: 0.020 Eh/bohr.